1.
C34H35IrN3O2P | ωB97M-V with the def2-TZVPD basis set

```
76
Properties=species:S:1:pos:R:3
Ir -0.848 0.002 1.149
O 0.666 -0.319 -0.274
C 1.469 0.864 -0.511
C 0.626 2.107 -0.518
C 0.968 3.183 -1.315
C 0.181 4.324 -1.280
C -0.930 4.332 -0.455
C -1.210 3.211 0.304
N -0.449 2.110 0.295
H 0.295 -0.669 -1.096
H 2.026 0.737 -1.437
H 2.181 0.889 0.314
H 1.835 3.124 -1.960
H 0.425 5.181 -1.893
H -1.583 5.191 -0.399
H -2.068 3.197 0.954
C -6.880 0.143 -1.813
C -5.765 -0.370 -2.465
C -4.573 -0.520 -1.777
C -4.514 -0.174 -0.425
C -5.630 0.348 0.233
C -6.813 0.499 -0.472
P -2.990 -0.444 0.453
C -2.925 0.366 2.060
C -3.342 1.726 2.227
C -3.182 2.357 3.422
C -2.527 1.700 4.494
C -2.087 0.416 4.353
C -2.313 -0.291 3.143
C -2.594 -2.145 0.735
C -3.196 -3.365 0.469
C -2.420 -4.506 0.620
C -1.077 -4.395 0.960
C -0.474 -3.156 1.194
C -1.247 -2.007 1.101
H -7.808 0.266 -2.353
H -5.823 -0.645 -3.509
H -3.700 -0.903 -2.292
H -5.598 0.604 1.283
H -7.687 0.892 0.030
H -3.842 2.224 1.406
H -3.553 3.364 3.560
H -2.405 2.217 5.437
H -1.615 -0.099 5.180
H -2.223 -1.368 3.160
H -4.228 -3.425 0.146
H -2.850 -5.481 0.436
H -0.475 -5.293 1.015
H 0.594 -3.125 1.378
C 2.648 -5.418 5.462
C 3.368 -4.186 6.075
N 3.221 -3.056 5.194
C 4.214 -2.823 4.172
C 5.355 -1.945 4.734
C 2.066 -2.201 5.371
O 1.293 -2.486 6.237
C 1.893 -0.998 4.486
C 2.375 0.239 4.899
C 2.028 1.355 4.158
C 1.195 1.199 3.067
N 0.719 0.007 2.670
C 1.067 -1.075 3.373
H 2.834 -6.253 6.136
H 3.051 -5.663 4.481
H 1.576 -5.241 5.405
H 4.434 -4.395 6.170
H 2.919 -3.948 7.037
H 3.742 -2.337 3.320
H 4.615 -3.793 3.879
H 4.999 -0.953 5.006
H 6.105 -1.846 3.951
H 5.817 -2.415 5.600
H 2.983 0.337 5.790
H 2.373 2.341 4.435
H 0.871 2.054 2.488
H 0.629 -2.012 3.059
```

Values from the calculation:
Multiplicity: 2
Total charge: +3
Molar mass: 740.9 g mol⁻¹
Kohn-Sham gap (spin up / spin down): 7.8 / 4.4 eV
<S²>: 0.762
HOMO energy (spin up / spin down): -0.59319 / -0.59318 Ha

---

2.
C34H35N2P2PdSe3Te | ωB97M-V with the def2-TZVPD basis set

```
78
Properties=species:S:1:pos:R:3
Pd 1.383 -0.846 -0.963
C 1.145 0.883 -3.531
P 2.043 1.110 -1.942
C 3.764 1.473 -2.409
C 4.731 1.647 -1.418
C 6.043 1.939 -1.755
C 6.414 2.039 -3.089
C 5.465 1.855 -4.082
C 4.147 1.578 -3.744
C 1.406 2.742 -1.387
C 0.024 2.948 -1.350
C -0.495 4.165 -0.935
C 0.348 5.186 -0.520
C 1.720 4.985 -0.538
C 2.244 3.776 -0.976
C -0.234 0.485 -3.114
C -1.479 0.898 -3.543
C -2.411 0.324 -2.644
C -1.680 -0.420 -1.730
C -2.186 -1.397 -0.727
P -1.653 -1.437 1.030
C -3.008 -0.642 1.991
C -4.171 -0.132 1.426
C -5.125 0.501 2.217
C -4.920 0.638 3.579
C -3.747 0.155 4.150
C -2.799 -0.469 3.361
C -0.319 -0.293 1.486
C 0.771 -0.796 2.191
C 1.736 0.072 2.681
C 1.617 1.439 2.466
C 0.530 1.941 1.764
C -0.440 1.077 1.278
N -0.350 -0.317 -2.015
H 1.662 0.081 -4.069
H 1.144 1.792 -4.133
H 4.453 1.535 -0.379
H 6.781 2.066 -0.973
H 7.443 2.251 -3.352
H 5.748 1.921 -5.125
H 3.420 1.436 -4.532
H -0.656 2.160 -1.648
H -1.569 4.305 -0.925
H -0.061 6.132 -0.185
H 2.391 5.773 -0.221
H 3.318 3.651 -1.002
H -1.687 1.549 -4.379
H -3.488 0.389 -2.690
H -1.838 -2.388 -1.034
H -3.277 -1.426 -0.731
H -4.343 -0.207 0.361
H -6.026 0.893 1.760
H -5.662 1.131 4.195
H -3.571 0.274 5.212
H -1.876 -0.825 3.803
H 0.857 -1.868 2.319
H 2.591 -0.325 3.215
H 2.376 2.117 2.839
H 0.445 3.006 1.582
H -1.289 1.469 0.729
Se 3.738 -2.325 -2.381
Se 2.195 -4.091 -2.178
Te 3.695 -1.473 -0.010
Se 0.689 -3.310 -0.441
C -0.768 -4.993 2.461
C -1.831 -4.102 1.815
C -2.954 -3.884 2.834
C -2.430 -4.822 0.599
N -1.163 -2.869 1.417
H -1.198 -5.955 2.754
H -0.366 -4.502 3.351
H 0.056 -5.164 1.768
H -3.378 -4.850 3.122
H -3.761 -3.276 2.421
H -2.576 -3.395 3.733
H -2.851 -5.789 0.891
H -1.668 -4.981 -0.164
H -3.231 -4.219 0.162
```

Values from the calculation:
Multiplicity: 1
Total charge: -1
Molar mass: 1004.5 g mol⁻¹
Kohn-Sham gap: 5.9 eV
HOMO energy: -0.13205 Ha

---

3.
C34H35N4O4S4SeY | ωB97M-V with the def2-TZVPD basis set

```
83
Properties=species:S:1:pos:R:3
Y -0.011 -0.064 1.252
O 2.112 0.409 1.135
S 3.244 0.998 2.005
C 3.114 2.938 1.784
C 3.431 3.573 0.392
C 2.320 3.455 -0.717
C 0.978 4.051 -0.392
S -0.474 2.906 -0.685
O -0.025 1.771 0.310
C -0.034 2.591 -2.393
C -0.287 3.608 -3.246
C 0.134 3.540 -4.538
C 0.901 2.467 -4.942
C 1.219 1.443 -4.091
C 0.682 1.465 -2.831
C 4.718 0.369 1.195
C 4.822 0.306 -0.184
C 6.029 0.077 -0.803
C 7.182 -0.091 -0.016
C 7.067 -0.096 1.388
C 5.805 0.096 1.970
H 3.769 3.276 2.584
H 2.053 3.049 2.003
H 4.394 3.103 -0.025
H 3.638 4.662 0.519
H 2.168 2.401 -0.997
H 2.673 3.962 -1.657
H 0.824 4.918 -1.020
H 0.905 4.415 0.634
H -0.707 4.528 -2.822
H -0.028 4.398 -5.189
H 1.452 2.570 -5.877
H 1.867 0.656 -4.435
H 0.846 0.652 -2.135
H 3.944 0.414 -0.858
H 6.111 0.066 -1.869
H 8.137 -0.346 -0.449
H 8.005 -0.121 1.937
H 5.655 -0.067 3.042
O -4.307 -0.208 -0.527
C -4.265 -1.474 -1.020
C -5.447 -1.865 -1.653
C -5.555 -3.158 -2.264
C -4.438 -3.985 -2.215
C -3.248 -3.559 -1.634
C -3.134 -2.306 -0.998
C -1.883 -1.812 -0.470
O -1.632 -0.536 -0.231
N -1.015 -2.663 0.004
N 0.209 -2.272 0.442
C 1.159 -3.278 0.358
S 2.726 -3.131 0.997
C 3.615 -4.471 -0.016
C 2.631 -5.148 -0.976
S 0.819 -4.823 -0.431
H -3.335 0.046 -0.405
H -6.393 -1.250 -1.591
H -6.472 -3.465 -2.703
H -4.350 -5.006 -2.601
H -2.356 -4.174 -1.649
H 3.950 -5.234 0.705
H 4.381 -3.961 -0.542
H 2.740 -6.318 -1.070
H 2.681 -4.761 -2.063
C -3.021 -2.494 2.777
N -3.067 -1.010 2.780
C -1.952 -0.258 3.124
Se -0.388 -0.682 4.082
N -2.314 1.057 2.926
C -3.677 1.117 2.516
C -4.517 2.259 2.507
C -5.873 2.026 2.511
C -6.391 0.724 2.604
C -5.592 -0.448 2.480
C -4.191 -0.181 2.415
H -2.123 -2.799 3.361
H -2.949 -2.883 1.755
H -3.916 -2.949 3.138
H -1.760 1.837 3.365
H -3.908 3.163 2.381
H -6.635 2.764 2.480
H -7.468 0.682 2.801
H -5.973 -1.459 2.572
```

Values from the calculation:
Multiplicity: 1
Total charge: +2
Molar mass: 859.8 g mol⁻¹
Kohn-Sham gap: 7.0 eV
HOMO energy: -0.44836 Ha